1.
The following is a quantum chemistry calculation of a 2-piece molecular cluster, C6H12O overall at a distorted geometry, from the OMol25 dataset.

The orbital gap is 9.509 eV. For the LUMO energy, the calculation gives 0.80 eV.

Last column: Mulliken charge in e.
Positions of all 19 atoms, in Å:
1 C 1.237 1.574 -1.905  -0.75
2 C 0.374 1.803 -0.902  -0.06
3 C -0.331 0.602 -0.314  -0.64
4 C 0.169 0.265 1.044  -0.31
5 C 0.531 -0.954 1.476  0.07
6 C 0.747 -1.127 2.942  -1.17
7 H 1.755 2.414 -2.348  0.28
8 H 1.278 0.560 -2.269  0.25
9 H 0.097 2.797 -0.581  0.35
10 H -0.295 -0.283 -0.958  0.22
11 H -1.434 0.653 -0.297  0.31
12 H 0.200 1.093 1.748  0.18
13 H 0.556 -1.807 0.813  0.35
14 H 0.776 -0.233 3.552  0.29
15 H 1.762 -1.573 3.092  0.30
16 H 0.223 -1.948 3.432  0.32
17 O -2.421 -1.295 -2.470  -0.61
18 H -3.096 -0.738 -2.819  0.30
19 H -2.127 -1.804 -3.239  0.31

Forces on atoms 1 to 2 (eV/Å):
C -1.112 1.002 1.035
C -0.062 -1.317 -1.333



2.
The following is a quantum chemistry calculation of an isolated molecule of C6H12O at a distorted geometry, from the OMol25 dataset.

The orbital gap (alpha / beta) is 8.606 / 7.337 eV. For the LUMO energy (alpha / beta), the calculation gives 0.79 / 0.51 eV.

Last column: Mulliken charge in e.
Positions of all 19 atoms, in Å:
1 C 1.850 -0.858 -0.074  -1.06
2 C 1.091 0.267 0.502  0.21
3 O 1.104 0.493 1.854  -0.49
4 C 0.237 1.211 -0.234  -0.49
5 C -1.257 1.077 0.115  -0.76
6 C -1.713 -0.426 0.043  -0.10
7 C -1.054 -1.217 -0.999  -0.98
8 H 2.185 -0.584 -1.087  0.34
9 H 1.173 -1.797 -0.206  0.30
10 H 2.721 -1.134 0.534  0.38
11 H 1.957 0.819 2.175  0.36
12 H 0.518 2.248 0.030  0.37
13 H 0.374 1.047 -1.310  0.32
14 H -1.432 1.451 1.131  0.28
15 H -1.831 1.703 -0.579  0.39
16 H -2.799 -0.433 -0.107  0.33
17 H -1.517 -0.838 1.054  0.24
18 H -1.570 -1.519 -1.900  0.30
19 H -0.038 -1.512 -0.941  0.09

Forces on atoms 1 to 2 (eV/Å):
C -0.437 -1.092 -0.265
C 0.419 0.326 0.173



| no. | molecular weight (g mol⁻¹) |
| --- | --- |
| 1 | 100.2 |
| 2 | 100.2 |